Entry 1:
An isolated ion of composition C4H7O2 and charge +1 at a distorted geometry, computed with ωB97M-V with the def2-TZVPD basis set.

The orbital gap (spin up / spin down) is 8.03 / 8.86 eV. Its charge is +1. The LUMO energy (spin up / spin down) comes out at -4.655 / -7.428 eV. The value obtained for the highest occupied orbital energy (spin up / spin down) is -12.69 / -16.29 eV. The energy comes out at -8342.226 eV. Its multiplicity is 3.

Geometry as XYZ:
```
13
C4H7O2, DFT ωB97M-V with the def2-TZVPD basis set
C 0.42 0.68 0.34
C -0.58 -1.31 -1.20
C -0.52 -1.49 0.46
C 0.99 1.97 0.47
O 0.01 -0.09 -1.52
O -0.04 -0.24 1.02
H 0.03 -2.13 -1.45
H -1.65 -1.49 -1.58
H -1.35 -1.53 1.11
H 0.35 -2.17 0.74
H 0.47 2.64 -0.19
H 1.99 2.00 0.02
H 1.19 2.44 1.59
```

=====

Entry 2:
An isolated ion of composition C4H7O3 and charge -1 at a distorted geometry, computed with ωB97M-V with the def2-TZVPD basis set.

The orbital gap is 8.17 eV. Its charge is -1. The LUMO energy comes out at 4.014 eV. The value obtained for the highest occupied orbital energy is -4.16 eV. The energy comes out at -10404.409 eV. As for the SMILES: C[C@@H](O)CC(=O)[O-].

Geometry as XYZ:
```
14
C4H7O3, DFT ωB97M-V with the def2-TZVPD basis set
C 2.06 -0.47 1.33
C 1.09 -0.16 0.25
O 0.73 -1.46 -0.28
C -0.15 0.44 0.69
C -1.16 0.70 -0.52
O -2.37 0.91 -0.16
O -0.64 0.39 -1.62
H 1.58 -0.72 2.26
H 2.78 0.40 1.45
H 2.56 -1.53 1.12
H 1.32 0.29 -0.74
H -0.04 -1.36 -0.87
H -0.29 1.44 1.32
H -0.76 -0.27 1.43
```

=====

Entry 3:
A 2-piece molecular cluster, C4H7O4S2 overall at a distorted geometry, computed with ωB97M-V with the def2-TZVPD basis set.

The orbital gap (spin up / spin down) is 4.26 / 7.08 eV. Its charge is -1. The LUMO energy (spin up / spin down) comes out at 1.823 / 2.945 eV. The value obtained for the highest occupied orbital energy (spin up / spin down) is -2.43 / -4.13 eV. The energy comes out at -34120.889 eV.

Geometry as XYZ:
```
17
C4H7O4S2, DFT ωB97M-V with the def2-TZVPD basis set
C 1.86 -0.75 1.41
C -0.94 -0.23 -1.13
C 0.41 0.15 -0.60
C 1.01 -0.98 0.25
O 2.22 0.40 1.69
O 2.37 -1.84 2.02
O 2.70 2.61 -0.30
O 1.35 -3.56 0.49
S 2.91 1.57 -1.69
S 0.55 -2.52 -0.23
H -0.95 -1.18 -1.64
H -1.49 0.45 -1.77
H -1.55 -0.45 -0.27
H 1.20 0.33 -1.48
H 0.54 1.07 0.06
H 3.16 2.00 0.38
H 1.91 -2.65 1.72
```

=====

Entry 4:
A 2-piece molecular cluster, C4H7OP overall, computed with ωB97M-V with the def2-TZVPD basis set.

The orbital gap is 10.10 eV. The LUMO energy comes out at 0.700 eV. The value obtained for the highest occupied orbital energy is -9.40 eV. The energy comes out at -15594.842 eV. As for the SMILES: C#CPO.C=C.

Geometry as XYZ:
```
13
C4H7OP, DFT ωB97M-V with the def2-TZVPD basis set
C 2.11 -1.80 0.42
C 1.85 -0.72 -0.05
P 1.34 0.87 -0.67
O 1.04 1.65 0.74
H 2.38 -2.74 0.79
H 2.69 1.28 -0.84
H 1.61 1.40 1.47
C -2.39 -0.18 0.28
C -1.96 0.19 -0.91
H -2.17 0.41 1.16
H -2.97 -1.07 0.44
H -2.17 -0.39 -1.79
H -1.38 1.10 -1.05
```

=====

Entry 5:
C4H7OP as an isolated structure at a distorted geometry, computed with ωB97M-V with the def2-TZVPD basis set.

The orbital gap (spin up / spin down) is 8.44 / 8.44 eV. The LUMO energy (spin up / spin down) comes out at -0.323 / -0.323 eV. The value obtained for the highest occupied orbital energy (spin up / spin down) is -8.77 / -8.76 eV. The energy comes out at -15593.910 eV.

Geometry as XYZ:
```
13
C4H7OP, DFT ωB97M-V with the def2-TZVPD basis set
C -0.74 1.06 0.87
C 0.27 0.33 0.41
C -0.43 -1.54 -0.98
C 0.51 -0.38 -0.84
O -0.41 1.59 2.14
P 1.32 1.58 2.13
H -1.78 1.09 0.70
H -0.34 -2.34 -1.65
H -1.37 -1.21 -1.27
H -0.56 -2.09 -0.11
H 1.47 -0.84 -0.79
H 0.50 0.34 -1.59
H 1.56 2.42 0.96
```

=====

Entry 6:
C4H7OP as an isolated structure at a distorted geometry, computed with ωB97M-V with the def2-TZVPD basis set.

The orbital gap (spin up / spin down) is 6.63 / 7.74 eV. The LUMO energy (spin up / spin down) comes out at 0.920 / -2.914 eV. The value obtained for the highest occupied orbital energy (spin up / spin down) is -5.71 / -10.66 eV. The energy comes out at -15590.216 eV. Its multiplicity is 3.

Geometry as XYZ:
```
13
C4H7OP, DFT ωB97M-V with the def2-TZVPD basis set
C 0.04 -2.94 -1.29
C -0.07 -1.78 -0.99
C 1.70 0.24 0.37
C -1.57 1.14 -0.21
O 0.84 0.40 -2.26
P 0.38 0.01 -0.98
H 0.12 -4.00 -1.31
H 2.62 0.14 -0.19
H 1.49 1.12 0.96
H 1.69 -0.64 1.01
H -1.69 1.43 0.93
H -1.44 2.14 -0.66
H -2.56 0.79 -0.76
```

=====

Entry 7:
C4H7OYb as an isolated structure at a distorted geometry, computed with ωB97M-V with the def2-TZVPD basis set.

The orbital gap is 7.61 eV. Its charge is +1. The LUMO energy comes out at -5.309 eV. The value obtained for the highest occupied orbital energy is -12.92 eV. The energy comes out at -37830.553 eV.

Geometry as XYZ:
```
13
C4H7OYb, DFT ωB97M-V with the def2-TZVPD basis set
C 0.69 -0.11 0.74
C 0.19 1.05 0.22
C -0.49 1.03 -1.12
O -1.86 0.77 -0.92
Yb -2.42 0.38 0.99
H 1.14 0.01 1.74
H 0.29 2.00 0.77
H 0.13 0.18 -1.63
C 0.65 -1.54 0.29
H 1.68 -1.90 0.16
H 0.14 -1.67 -0.67
H 0.21 -2.18 1.07
H -0.34 1.99 -1.64
```

=====

Entry 8:
A 2-piece molecular cluster, C4H7P overall at a distorted geometry, computed with ωB97M-V with the def2-TZVPD basis set.

The orbital gap is 9.62 eV. The LUMO energy comes out at 0.362 eV. The value obtained for the highest occupied orbital energy is -9.26 eV. The energy comes out at -13545.686 eV. As for the SMILES: [H]/P=C/C.C#C.

Geometry as XYZ:
```
12
C4H7P, DFT ωB97M-V with the def2-TZVPD basis set
H 3.22 -1.66 0.84
P 2.41 -1.08 -0.14
C 1.44 0.11 0.53
C 0.67 0.96 -0.40
H 1.40 0.40 1.49
H -0.43 1.14 0.05
H 1.00 2.03 -0.43
H 0.50 0.43 -1.27
C -2.80 -0.98 0.25
C -2.26 -1.18 -0.84
H -3.31 -0.76 1.10
H -1.46 -1.17 -1.50
```

=====

Entry 9:
One molecule with the formula C4H7P at a distorted geometry, computed with ωB97M-V with the def2-TZVPD basis set.

The orbital gap is 9.74 eV. The LUMO energy comes out at 1.140 eV. The value obtained for the highest occupied orbital energy is -8.60 eV. The energy comes out at -13547.501 eV. As for the SMILES: C1=CCPC1.

Geometry as XYZ:
```
12
C4H7P, DFT ωB97M-V with the def2-TZVPD basis set
C -1.09 0.58 -0.04
C -1.11 -0.74 -0.20
C 0.60 -1.36 0.25
P 1.61 0.17 -0.16
C 0.14 1.32 0.25
H -1.89 1.26 -0.14
H -1.70 -1.59 -0.40
H 0.63 -1.50 1.41
H 0.96 -2.19 -0.33
H 1.51 0.16 -1.70
H 0.26 2.23 -0.21
H 0.09 1.64 1.26
```

=====

Entry 10:
One molecule with the formula C4H7P at a distorted geometry, computed with ωB97M-V with the def2-TZVPD basis set.

The orbital gap (spin up / spin down) is 7.86 / 7.31 eV. The LUMO energy (spin up / spin down) comes out at -0.159 / -1.386 eV. The value obtained for the highest occupied orbital energy (spin up / spin down) is -8.02 / -8.69 eV. The energy comes out at -13541.134 eV. Its multiplicity is 3.

Geometry as XYZ:
```
12
C4H7P, DFT ωB97M-V with the def2-TZVPD basis set
C 1.35 -0.44 -1.24
C -0.09 -2.21 -0.65
C -1.03 0.89 -0.74
C 0.38 -0.09 1.54
P -0.06 -0.59 -0.14
H 1.47 -1.34 -1.94
H -0.25 1.71 -0.69
H -1.69 1.30 0.00
H -1.57 0.66 -1.68
H 0.80 -1.02 2.13
H -0.39 0.40 2.12
H 1.08 0.74 1.29
```

=====

Entry 11:
A 2-piece molecular cluster, C4H8 overall at a distorted geometry, computed with ωB97M-V with the def2-TZVPD basis set.

The orbital gap is 11.25 eV. The LUMO energy comes out at 1.247 eV. The value obtained for the highest occupied orbital energy is -10.01 eV. The energy comes out at -4275.667 eV. As for the SMILES: C=C.C=C.

Geometry as XYZ:
```
12
C4H8, DFT ωB97M-V with the def2-TZVPD basis set
C -0.78 -2.51 0.84
C -0.21 -1.46 0.23
H -0.17 -3.39 1.08
H -1.87 -2.59 0.95
H 0.87 -1.50 0.04
H -0.75 -0.55 -0.05
C 0.18 1.72 -1.06
C 0.76 2.32 0.02
H -0.91 1.66 -1.19
H 0.81 1.16 -1.76
H 0.21 2.87 0.79
H 1.85 2.27 0.11
```

=====

Entry 12:
One molecule with the formula C4H8 at a distorted geometry, computed with ωB97M-V with the def2-TZVPD basis set.

The orbital gap is 10.42 eV. The LUMO energy comes out at 1.226 eV. The value obtained for the highest occupied orbital energy is -9.20 eV. The energy comes out at -4275.025 eV. As for the SMILES: C=CCC.

Geometry as XYZ:
```
12
C4H8, DFT ωB97M-V with the def2-TZVPD basis set
C -1.28 -1.31 -0.88
C -0.43 -0.83 0.07
C -0.15 0.61 0.09
C 1.29 0.97 0.38
H -1.73 -0.69 -1.62
H -1.63 -2.24 -0.63
H 0.20 -1.46 0.79
H -0.52 0.75 0.97
H -0.81 0.99 -0.76
H 1.78 0.82 -0.45
H 1.77 0.41 1.13
H 1.51 1.97 0.91
```